The following is a DFT calculation (ωB97M-V/def2-TZVPD) of a structure of composition C27H39Cl3N4ORuSi3.

Last column: Löwdin spin population.
Positions of all 78 atoms, in Å:
Ru: -0.208 -0.169 -0.591  2.963
C: -1.847 -2.836 0.995  0.003
Si: -0.417 -2.024 1.873  0.049
C: -0.747 -2.239 3.700  0.021
C: 1.185 -2.916 1.521  0.002
C: -0.233 -0.082 1.476  0.123
Si: -1.746 0.844 2.224  0.028
C: -3.350 -0.094 2.213  0.008
C: -1.304 1.182 4.009  0.002
C: -2.077 2.488 1.397  0.005
Si: 1.435 0.503 2.124  0.023
C: 2.087 -0.329 3.647  0.004
C: 1.678 2.333 2.490  0.006
C: 2.551 0.081 0.655  0.013
C: 3.937 0.034 0.703  0.000
C: 4.663 -0.320 -0.422  0.009
C: 3.985 -0.620 -1.595  -0.001
C: 2.611 -0.555 -1.601  0.007
N: 1.911 -0.210 -0.506  0.009
H: -1.551 -3.875 0.810  0.001
H: -2.121 -2.396 0.040  0.000
H: -2.733 -2.835 1.632  0.001
H: -0.730 -3.323 3.866  0.003
H: -1.730 -1.876 4.003  0.000
H: 0.002 -1.790 4.351  0.000
H: 0.917 -3.943 1.246  0.000
H: 1.822 -2.967 2.405  0.000
H: 1.776 -2.516 0.698  0.000
H: -3.322 -1.003 2.811  0.000
H: -3.675 -0.361 1.207  0.000
H: -4.102 0.568 2.653  0.002
H: -1.116 0.256 4.559  0.000
H: -2.148 1.685 4.494  0.000
H: -0.431 1.829 4.127  0.000
H: -2.003 2.435 0.310  0.000
H: -1.417 3.282 1.758  0.000
H: -3.103 2.782 1.642  0.001
H: 1.508 0.004 4.515  0.000
H: 3.119 0.004 3.803  0.000
H: 2.079 -1.414 3.619  0.000
H: 0.750 2.904 2.571  0.000
H: 2.320 2.820 1.753  0.000
H: 2.177 2.405 3.460  0.000
H: 4.441 0.260 1.635  0.000
H: 5.744 -0.373 -0.385  0.000
H: 4.508 -0.914 -2.494  0.000
H: 2.044 -0.800 -2.488  0.000
C: -0.480 -0.772 -5.201  0.000
C: -0.143 0.452 -5.746  0.002
C: 0.052 1.527 -4.897  0.000
C: -0.078 1.345 -3.529  0.003
N: -0.323 0.141 -2.992  0.019
C: -0.548 -0.887 -3.826  0.005
C: 0.017 2.486 -2.584  0.008
C: -0.208 3.788 -2.998  0.003
C: -0.096 4.817 -2.077  0.000
C: 0.235 4.510 -0.772  0.002
C: 0.411 3.180 -0.437  0.009
N: 0.308 2.183 -1.315  0.099
H: -0.677 -1.638 -5.820  0.000
H: -0.046 0.575 -6.817  0.000
H: 0.314 2.499 -5.291  0.000
H: -0.795 -1.830 -3.370  0.000
H: -0.485 3.995 -4.022  0.001
H: -0.272 5.842 -2.378  0.000
H: 0.333 5.277 -0.015  0.000
H: 0.638 2.896 0.575  0.000
Cl: -0.459 -5.879 -0.278  0.404
C: 0.094 -4.659 -2.330  0.319
Cl: 1.616 -5.330 -2.748  0.043
Cl: -1.259 -5.034 -3.315  0.043
C: 0.109 -3.389 -1.779  0.101
N: 0.117 -2.304 -1.361  0.210
C: -3.140 0.064 -1.566  0.035
O: -2.068 -0.037 -0.645  0.388
H: -2.797 0.212 -2.587  0.005
H: -3.776 0.900 -1.276  0.006
H: -3.731 -0.851 -1.518  0.009

Atomic forces in eV per Å
-0.45 0.19 0.61
-0.09 0.05 -0.01
-0.02 -0.11 0.05
-0.06 0.08 0.18
0.17 -0.12 -0.06
-0.06 -0.09 -0.80
0.18 -0.03 0.10
-0.10 -0.18 -0.07
0.04 0.01 0.20
0.01 0.16 -0.10
-0.02 -0.02 -0.03
0.05 -0.09 0.20
-0.05 0.18 0.06
-0.02 -0.05 -0.27
0.03 -0.01 0.00
0.03 -0.01 -0.02
0.16 0.00 0.00
-0.11 0.06 0.22
0.31 -0.06 0.01
-0.07 0.06 -0.01
-0.03 -0.04 -0.01
0.03 -0.01 -0.01
-0.01 0.06 -0.01
0.04 -0.06 0.00
-0.04 -0.07 0.00
0.02 0.01 -0.01
-0.03 -0.05 -0.07
0.00 -0.04 0.02
-0.04 0.03 0.00
-0.03 0.00 0.08
0.01 -0.03 -0.02
-0.03 0.12 -0.01
0.07 -0.03 -0.03
-0.09 -0.04 0.02
-0.06 0.04 0.03
-0.07 -0.05 -0.06
0.07 0.01 0.02
0.07 -0.02 -0.04
-0.05 0.00 0.01
0.05 0.04 0.04
0.08 -0.02 0.02
0.01 -0.01 0.07
-0.02 0.03 -0.03
0.00 -0.01 -0.04
-0.03 0.01 0.00
0.00 0.01 0.03
-0.04 0.00 0.00
-0.02 -0.09 -0.02
0.01 0.08 -0.09
0.00 0.06 -0.10
-0.05 0.00 0.16
0.10 -0.13 -0.18
0.01 0.19 0.09
0.12 -0.21 -0.06
0.02 0.13 -0.04
-0.02 0.04 -0.08
0.03 0.04 0.04
0.08 -0.09 -0.08
-0.31 0.06 0.05
0.01 0.03 0.03
0.01 0.00 0.03
-0.02 -0.04 -0.01
-0.02 0.00 -0.01
0.00 0.02 0.03
0.00 -0.02 0.00
0.00 -0.04 -0.03
-0.05 -0.01 -0.04
0.06 0.03 0.10
0.07 0.13 0.20
0.05 0.00 -0.04
-0.10 0.02 -0.12
0.13 -0.19 -0.24
-0.16 0.07 0.29
0.02 -0.06 0.23
0.08 0.07 -0.41
0.11 0.02 -0.04
0.00 0.06 0.06
0.00 -0.07 0.03

Properties
Multiplicity   6
HOMO energy (spin up / spin down)   -9.153 / -10.580 eV
Total charge   +1
Lowest unoccupied orbital energy (spin up / spin down)   -3.5 / -5.0 eV

=====

The following is a DFT calculation (ωB97M-V/def2-TZVPD) of a structure of composition C35H38I2N8O2S3Sm.

Last column: Löwdin spin population.
Positions of all 89 atoms, in Å:
Sm: -0.527 -0.109 0.542  5.047
C: 4.063 1.316 0.280  0.000
C: 2.570 1.361 0.463  0.001
N: 1.835 0.376 0.047  -0.006
N: 2.572 -0.611 -0.625  0.000
C: 2.153 -1.828 -0.592  -0.001
S: 0.798 -2.529 0.242  -0.010
S: 3.172 -2.962 -1.541  -0.001
C: 4.799 -2.578 -0.801  0.000
C: 4.963 -3.109 0.595  0.000
C: 5.585 -4.330 0.827  0.000
C: 5.738 -4.812 2.120  0.000
C: 5.265 -4.077 3.197  0.000
C: 4.636 -2.858 2.975  0.000
C: 4.488 -2.378 1.683  0.000
C: 1.962 2.524 1.142  -0.001
C: 2.591 3.779 1.042  0.000
C: 2.054 4.918 1.604  -0.001
C: 0.867 4.806 2.346  0.000
C: 0.254 3.589 2.494  -0.001
C: 0.766 2.424 1.892  0.001
O: 0.141 1.283 2.044  -0.009
H: 4.477 0.576 0.970  0.000
H: 4.538 2.266 0.495  0.000
H: 4.317 0.977 -0.722  0.000
H: 4.911 -1.497 -0.834  0.000
H: 5.521 -3.021 -1.486  0.000
H: 5.953 -4.910 -0.012  0.000
H: 6.230 -5.762 2.285  0.000
H: 5.393 -4.447 4.206  0.000
H: 4.267 -2.278 3.812  0.000
H: 3.998 -1.426 1.514  0.000
H: 3.514 3.865 0.485  0.000
H: 2.557 5.871 1.503  0.000
H: 0.436 5.684 2.812  0.000
H: -0.665 3.488 3.058  0.000
N: -4.397 0.001 -4.247  0.000
C: -4.075 -0.004 -2.742  0.000
C: -2.713 0.605 -2.519  0.000
C: -1.545 -0.203 -3.120  0.000
N: -0.356 -0.050 -2.256  -0.004
C: -1.902 -1.693 -3.280  0.000
C: -2.854 -2.193 -2.198  0.000
N: -2.156 -2.041 -0.923  -0.001
C: -4.183 -1.420 -2.192  0.000
H: -4.288 0.943 -4.627  0.000
H: -5.354 -0.309 -4.425  0.000
H: -3.762 -0.619 -4.753  0.000
H: -4.842 0.633 -2.301  0.000
H: -2.624 0.633 -1.433  0.000
H: -2.672 1.646 -2.845  0.000
H: -1.315 0.196 -4.115  0.000
H: 0.014 0.892 -2.362  0.000
H: 0.379 -0.684 -2.559  0.000
H: -0.986 -2.289 -3.254  0.000
H: -2.330 -1.894 -4.272  0.000
H: -3.088 -3.242 -2.399  0.000
H: -1.359 -2.677 -0.913  0.000
H: -2.761 -2.335 -0.160  0.000
H: -4.550 -1.327 -1.167  0.000
H: -4.944 -1.988 -2.738  0.000
I: -5.669 1.391 0.694  0.000
C: -4.686 0.174 2.073  -0.001
C: -5.398 -0.290 3.200  0.000
C: -4.798 -1.114 4.107  0.000
I: -5.914 -1.761 5.743  0.000
C: -3.449 -1.519 3.917  0.000
C: -2.749 -2.402 4.775  0.000
C: -1.460 -2.751 4.505  0.000
C: -0.836 -2.219 3.365  0.000
N: -1.446 -1.397 2.547  -0.005
C: -2.745 -1.032 2.797  0.001
C: -3.365 -0.149 1.837  0.000
O: -2.697 0.262 0.793  -0.007
H: -6.426 0.013 3.338  0.000
H: -3.255 -2.802 5.644  0.000
H: -0.915 -3.429 5.146  0.000
H: 0.187 -2.479 3.114  0.000
S: -1.089 2.823 -0.697  -0.001
C: -0.153 3.502 -1.908  -0.001
N: 0.792 4.429 -1.551  -0.001
C: 1.537 5.122 -2.424  0.000
C: 1.388 4.888 -3.755  0.000
C: 0.464 3.889 -4.096  0.000
N: -0.271 3.212 -3.237  0.000
H: 0.906 4.589 -0.548  0.000
H: 2.231 5.838 -2.005  0.000
H: 1.962 5.422 -4.494  0.000
H: 0.326 3.628 -5.141  0.000

Atomic forces in eV per Å
-0.16 -0.35 -0.83
-0.02 0.03 0.04
0.02 0.06 0.04
0.63 -0.14 0.05
-0.12 0.02 -0.19
0.12 0.19 -0.01
0.40 -0.02 0.00
-0.12 -0.14 0.22
-0.02 0.11 -0.11
-0.03 0.07 -0.02
-0.02 -0.04 0.01
-0.02 0.03 -0.01
0.01 0.01 -0.03
0.01 -0.02 -0.02
0.03 -0.02 0.04
0.24 -0.06 -0.17
-0.02 -0.05 -0.04
-0.13 -0.01 0.02
0.09 0.09 -0.04
-0.10 0.00 0.14
0.12 -0.29 0.10
0.06 0.51 0.19
0.00 0.05 -0.04
0.02 -0.03 0.03
-0.01 0.03 -0.02
0.05 -0.01 -0.02
0.02 -0.03 0.03
0.00 0.02 0.02
0.00 0.01 0.00
-0.01 -0.01 0.00
0.01 0.00 -0.01
0.00 -0.08 0.02
-0.01 0.03 -0.02
0.00 -0.02 0.03
0.01 -0.01 -0.01
0.02 0.01 0.00
-0.01 0.01 0.00
0.00 0.01 -0.01
0.04 -0.05 -0.03
0.01 -0.09 0.15
-0.05 0.00 0.08
-0.01 0.08 -0.03
0.12 0.00 -0.03
-0.14 -0.33 0.27
-0.01 0.02 -0.06
0.00 -0.01 0.02
0.02 -0.01 0.02
0.00 0.01 0.03
-0.01 0.00 -0.02
-0.01 0.03 -0.04
-0.02 -0.02 0.00
-0.01 0.02 -0.06
-0.05 -0.01 -0.04
0.02 0.02 0.02
-0.01 -0.01 -0.01
0.02 0.02 0.01
0.01 -0.05 -0.02
0.02 0.03 0.04
0.01 0.02 0.00
0.02 -0.01 -0.01
-0.01 0.03 0.02
0.04 0.00 -0.01
-0.21 -0.04 0.13
0.13 0.06 -0.14
0.02 -0.02 -0.02
-0.03 -0.03 0.06
0.02 -0.05 0.09
-0.11 0.05 0.00
0.07 -0.02 0.00
0.05 -0.01 0.05
-0.46 0.24 -0.28
0.17 -0.12 0.01
-0.03 0.01 -0.19
-0.63 0.17 0.43
0.00 0.01 -0.02
0.00 0.01 0.00
0.00 0.02 0.00
-0.01 -0.01 0.00
-0.12 0.14 -0.04
0.07 -0.12 -0.08
0.00 0.17 0.21
0.03 0.02 0.09
-0.01 -0.01 -0.08
-0.09 -0.14 0.01
0.08 0.09 0.11
0.04 -0.04 -0.03
-0.01 -0.01 0.02
-0.02 -0.02 -0.01
0.00 -0.01 0.01

Properties
Multiplicity   6
HOMO energy (spin up / spin down)   -9.545 / -9.549 eV
Total charge   +1
Lowest unoccupied orbital energy (spin up / spin down)   -3.0 / -3.0 eV
Energy relative to the best compared isomer or geometry (same formula, charge and spin)   20.0 kcal per mole

=====

The following is a DFT calculation (ωB97M-V/def2-TZVPD) of a structure of composition C27H24BrCrN5O2PS at a distorted geometry.

Last column: Löwdin spin population.
Positions of all 62 atoms, in Å:
Cr: -0.752 -0.243 -0.099  3.762
N: 0.145 1.246 2.450  0.008
P: 1.095 0.628 1.160  0.028
C: 2.249 -0.558 1.892  0.005
C: 3.154 -0.180 2.885  0.000
C: 3.978 -1.131 3.466  0.001
C: 3.911 -2.459 3.051  0.000
C: 3.023 -2.839 2.056  0.001
C: 2.189 -1.888 1.475  0.006
C: 2.137 2.042 0.723  0.001
C: 1.722 3.354 0.942  -0.001
C: 2.528 4.413 0.541  0.000
C: 3.740 4.168 -0.089  -0.002
C: 4.156 2.860 -0.317  0.000
C: 3.358 1.798 0.086  -0.001
C: -1.119 0.737 2.700  0.017
C: -1.694 0.907 3.962  -0.003
C: -2.941 0.394 4.206  0.013
C: -3.601 -0.291 3.191  -0.002
C: -2.978 -0.422 1.978  0.016
N: -1.751 0.079 1.702  0.017
H: 0.605 1.651 3.248  0.000
H: 3.229 0.857 3.195  0.000
H: 4.680 -0.838 4.238  0.000
H: 4.563 -3.198 3.505  0.000
H: 2.982 -3.872 1.729  0.000
H: 1.503 -2.171 0.684  0.005
H: 0.775 3.551 1.433  0.000
H: 2.206 5.432 0.724  0.000
H: 4.365 4.997 -0.402  0.000
H: 5.107 2.667 -0.799  0.000
H: 3.688 0.778 -0.089  0.000
H: -1.143 1.439 4.728  0.000
H: -3.395 0.511 5.185  0.001
H: -4.587 -0.712 3.334  0.000
H: -3.462 -0.933 1.162  0.001
Br: -1.769 3.263 -0.620  0.013
C: -0.710 2.558 -2.029  0.006
C: -0.395 3.337 -3.126  0.001
C: 0.303 2.725 -4.155  0.002
C: 0.638 1.385 -4.065  0.000
C: 0.290 0.705 -2.920  0.005
N: -0.364 1.289 -1.912  0.033
C: 0.544 -0.779 -2.733  0.008
O: 0.906 -1.459 -3.669  0.010
O: 0.293 -1.213 -1.531  0.035
H: -0.695 4.375 -3.177  0.000
H: 0.565 3.297 -5.039  0.000
H: 1.152 0.858 -4.857  0.000
C: -5.201 -2.789 -2.324  -0.001
N: -3.801 -3.221 -2.329  0.002
C: -3.368 -4.477 -2.753  0.001
C: -2.042 -4.509 -2.578  0.001
N: -1.685 -3.281 -2.048  0.002
C: -2.749 -2.488 -1.895  0.005
S: -2.822 -0.855 -1.334  0.007
H: -5.704 -3.213 -3.190  0.000
H: -5.242 -1.710 -2.377  -0.001
H: -5.701 -3.122 -1.417  0.000
H: -4.049 -5.217 -3.143  0.000
H: -1.317 -5.279 -2.789  0.000
H: -0.744 -2.954 -1.827  0.001

Atomic forces in eV per Å
-0.25 -0.44 -1.53
-0.01 -0.24 -0.33
0.28 0.18 0.54
-0.06 -0.11 -0.06
0.07 -0.06 0.03
0.02 0.01 0.01
0.03 0.00 0.04
-0.05 0.08 -0.05
0.06 0.04 0.09
0.04 -0.01 -0.13
-0.01 0.02 0.03
-0.04 -0.01 0.00
0.02 -0.01 -0.02
-0.04 -0.05 0.03
-0.05 0.02 -0.01
0.05 -0.14 -0.19
0.17 0.16 0.00
-0.16 -0.05 0.20
-0.15 -0.03 0.00
0.08 0.08 -0.07
0.02 0.35 0.84
0.07 0.11 0.19
0.00 -0.02 -0.01
-0.05 -0.03 -0.06
-0.07 0.08 -0.05
-0.01 0.08 0.01
0.01 -0.02 -0.02
0.04 -0.01 -0.07
0.02 -0.08 -0.01
-0.05 -0.07 0.04
-0.09 0.01 0.02
-0.01 0.09 0.03
-0.03 -0.03 -0.03
0.04 0.00 -0.13
0.07 0.02 0.01
0.01 -0.05 -0.10
0.13 -0.03 0.02
0.01 -0.25 -0.04
-0.02 0.11 -0.01
0.03 0.16 -0.15
0.12 -0.01 -0.20
-0.13 -0.15 0.31
-0.19 0.37 0.30
-0.08 -0.17 0.20
0.04 0.06 0.05
0.12 -0.12 0.14
0.01 -0.06 0.01
-0.01 -0.04 0.07
-0.02 0.01 0.03
0.23 -0.17 -0.03
-0.40 0.08 -0.03
-0.46 0.32 0.07
0.49 0.12 0.11
0.75 -0.03 0.18
-0.37 -0.10 -0.13
-0.26 -0.44 -0.07
0.03 -0.01 -0.01
0.04 0.16 -0.02
0.03 -0.03 0.05
0.06 0.14 0.06
-0.07 0.12 0.04
-0.06 0.09 -0.20

Properties
Multiplicity   5
HOMO energy (spin up / spin down)   -10.699 / -10.854 eV
Total charge   +1
Lowest unoccupied orbital energy (spin up / spin down)   -2.3 / -2.5 eV
Energy relative to the best compared isomer or geometry (same formula, charge and spin)   4.6 kcal per mole

=====

The following is a DFT calculation (ωB97M-V/def2-TZVPD) of the molecule C6H3BrN4 at a distorted geometry.

Last column: Mulliken charge in e.
Positions of all 14 atoms, in Å:
C: 2.410 -2.495 -0.055  -0.072
C: -0.769 2.399 0.680  0.467
C: 1.748 -0.224 0.304  -0.402
C: 1.321 -1.579 -0.012  0.351
C: 1.206 0.994 0.494  0.196
C: 0.214 -2.241 -0.324  0.445
N: 3.304 -3.211 -0.097  -0.438
N: -1.647 3.123 1.058  -0.443
N: -0.047 1.458 0.465  -0.422
N: -0.751 -2.948 -0.382  -0.434
Br: 2.553 2.400 0.877  -0.233
H: 2.827 -0.220 0.426  0.397
H: -2.176 3.828 0.591  0.283
H: -1.259 -3.261 -1.194  0.306

Atomic forces in eV per Å
0.19 -0.07 -0.03
-0.02 -0.44 0.14
0.05 1.04 0.18
0.15 -0.29 -0.17
1.55 0.29 0.11
-0.98 0.49 0.21
0.48 -0.42 0.00
-0.32 0.45 0.45
-0.51 -1.10 -0.50
-0.04 0.03 0.35
-0.51 -0.42 -0.09
-0.22 0.09 -0.03
0.06 0.23 -0.29
0.11 0.12 -0.32

Properties
HOMO energy   -8.466 eV
Lowest unoccupied orbital energy   -0.1 eV
Energy relative to the best compared isomer or geometry (same formula, charge and spin)   25.7 kcal per mole